Record 1
{"formula": "C5H9N", "method": "the ωB97M-V functional and the def2-TZVPD basis", "lumo_ha": [0.001, -0.011], "homo_energy_ev": [-8.275, -8.478], "homo_lumo_gap_ha": [0.3053, 0.3004], "energy_ha": -250.4886, "charge": 0, "relative_energy_kj_mol": 468.2, "elements": ["C", "C", "C", "C", "C", "N", "H", "H", "H", "H", "H", "H", "H", "H", "H"], "positions_angstrom": [[1.5207, -0.2220, -0.2378], [0.4458, 0.6508, -0.2724], [-0.4070, 0.7411, -1.5242], [-0.9210, -0.0359, 1.0610], [-0.2704, -1.3085, 1.4215], [-1.0698, -1.8044, 2.1783], [2.3547, -0.0634, 0.4400], [1.6660, -0.9604, -1.0242], [0.7667, -1.4937, 0.9290], [0.5711, 1.5874, 0.2735], [-0.6484, -0.2575, -1.9047], [0.1300, 1.2795, -2.3113], [-1.3481, 1.2691, -1.3463], [-1.8360, -0.1065, 0.4761], [-0.9543, 0.7245, 1.8417]], "forces_ev_per_a": [[0.075, 0.119, -0.086], [-0.062, 0.029, 0.082], [-0.035, 0.016, -0.062], [0.072, 0.424, -0.218], [-0.211, -0.088, 0.184], [0.311, -0.175, -0.081], [-0.130, -0.035, -0.075], [-0.045, 0.098, 0.125], [-0.230, -0.096, 0.176], [-0.012, -0.137, -0.098], [0.049, 0.114, 0.058], [-0.060, -0.061, 0.061], [0.125, -0.058, -0.011], [0.149, 0.016, 0.088], [0.005, -0.167, -0.142]]}

=====

Record 2
{"formula": "C3H7NO2", "method": "the ωB97M-V functional and the def2-TZVPD basis", "lumo_ha": 0.025, "homo_energy_ev": -9.838, "smiles": "O=CNCCO", "homo_lumo_gap_ha": 0.3862, "energy_ha": -323.7475, "charge": 0, "relative_energy_kj_mol": 87.8, "elements": ["O", "C", "C", "N", "C", "O", "H", "H", "H", "H", "H", "H", "H"], "positions_angstrom": [[0.3986, 1.8773, 0.6013], [1.1393, 0.8332, 0.0438], [0.6443, -0.5713, 0.4205], [-0.4723, -1.0798, -0.3861], [-1.6565, -0.4320, -0.4660], [-1.8760, 0.6682, 0.0203], [-0.5372, 1.6698, 0.4176], [2.1564, 0.9450, 0.4356], [1.2038, 0.8929, -1.0570], [0.3596, -0.5647, 1.4795], [1.4687, -1.2819, 0.3025], [-0.3735, -1.9985, -0.7950], [-2.4553, -0.9582, -1.0169]], "forces_ev_per_a": [[-0.071, 0.096, -0.021], [0.333, -0.266, -0.111], [0.103, 0.068, 0.125], [-0.108, 0.149, 0.025], [0.040, -0.001, 0.024], [-0.154, -0.354, -0.166], [0.074, 0.129, 0.141], [-0.069, -0.108, -0.086], [-0.054, 0.050, 0.146], [0.002, 0.012, -0.112], [-0.155, 0.090, -0.034], [-0.230, 0.258, 0.039], [0.288, -0.124, 0.032]]}